Here is a cluster of 2 separate species, C5H17N2OS in total in a non-equilibrium geometry from OMol25. Energies are from wB97M-V/def2-TZVPD.

The geometry in XYZ format:
```
26
C5H17N2OS, DFT wB97M-V/def2-TZVPD
N 0.64 -0.55 0.91
C 0.88 -0.57 -0.59
C 0.60 -1.94 -1.16
S 1.70 -3.24 -0.48
C -0.05 0.49 -1.28
N -0.50 1.45 -0.27
C -1.98 1.64 -0.22
C -2.67 0.40 0.33
H -0.39 -0.46 1.10
H 1.14 0.28 1.37
H 1.00 -1.40 1.39
H 2.00 -0.26 -0.71
H 0.68 -1.93 -2.28
H -0.44 -2.27 -0.96
H 2.78 -3.09 -1.25
H -0.93 -0.03 -1.69
H 0.55 1.00 -2.08
H -0.03 2.39 -0.33
H -2.38 1.89 -1.18
H -2.15 2.46 0.44
H -2.44 0.18 1.38
H -3.71 0.50 0.34
H -2.56 -0.48 -0.27
H 2.82 1.88 2.12
H 2.89 0.71 3.11
O 2.54 0.95 2.28
```

Calculated values
ΔE to the lowest compared entry with this formula, charge and spin: 0.551 eV
HOMO: -12.68 eV
HOMO-LUMO gap: 9.926 eV
Charge: +1



Here is an isolated molecule of C3H8N2OS in a non-equilibrium geometry from OMol25. Energies are from wB97M-V/def2-TZVPD.

The geometry in XYZ format:
```
15
C3H8N2OS, DFT wB97M-V/def2-TZVPD
C -1.46 -0.60 -1.01
C 0.76 -1.38 -0.98
C 0.56 2.00 1.26
N -1.56 0.41 0.07
N 1.16 -0.74 0.22
O -0.25 -0.64 -1.71
S 0.17 0.22 0.91
H -1.77 -1.63 -0.78
H -2.20 -0.35 -1.73
H 1.78 -1.37 -1.58
H 0.52 -2.45 -0.75
H 0.07 2.60 0.44
H 0.01 2.02 2.20
H 1.64 2.04 1.25
H 0.57 -0.12 2.19
```

Calculated values
ΔE to the lowest compared entry with this formula, charge and spin: 7.312 eV
SMILES: C[SH]1=NCOCN=1
HOMO (spin up / spin down): -8.57 / -8.57 eV
HOMO-LUMO gap (spin up / spin down): 8.745 / 8.746 eV



Here is a cluster of 2 separate species, C12H17N in total in a non-equilibrium geometry from OMol25. Energies are from wB97M-V/def2-TZVPD.

The geometry in XYZ format:
```
30
C12H17N, DFT wB97M-V/def2-TZVPD
C 2.67 1.63 0.66
C 2.14 -1.75 -0.67
C 1.85 -0.36 -0.69
C 2.84 0.26 0.15
C 3.73 -0.70 0.51
C 0.25 -2.18 -2.09
C 1.31 -2.65 -1.34
C -0.06 -0.81 -2.01
C 0.66 0.10 -1.28
N 3.34 -1.93 -0.03
H -0.20 -2.95 -2.70
H 1.62 -3.69 -1.43
H -1.03 -0.59 -2.46
H 0.14 1.03 -1.14
H 3.66 -2.75 0.46
H 4.69 -0.52 0.98
H 3.53 1.92 1.28
H 1.79 1.79 1.27
H 2.61 2.34 -0.18
C -3.19 0.48 0.95
C -4.56 1.21 0.96
C -2.00 1.43 0.93
H -3.15 -0.24 1.77
H -3.13 -0.20 0.09
H -4.43 2.22 0.59
H -1.25 1.03 1.63
H -1.47 1.62 0.00
H -4.87 1.29 2.00
H -5.26 0.55 0.43
H -2.22 2.42 1.36
```

Calculated values
ΔE to the lowest compared entry with this formula, charge and spin: 1.080 eV
SMILES: Cc1c[nH]c2ccccc12.CCC
HOMO: -7.92 eV
HOMO-LUMO gap: 8.861 eV



Here is a structure of composition C13H17IN2Pd in a non-equilibrium geometry from OMol25. Energies are from wB97M-V/def2-TZVPD.

The geometry in XYZ format:
```
34
C13H17IN2Pd, DFT wB97M-V/def2-TZVPD
C -4.19 -1.45 2.95
C -3.73 -0.07 3.31
H -5.25 -1.78 3.04
H -3.60 -2.22 3.47
H -4.04 -1.64 1.87
H -2.86 0.13 2.68
H -4.44 0.75 3.20
H -3.31 -0.06 4.33
C 0.45 -2.38 -1.42
C 1.09 -3.08 -2.45
C 2.14 -2.39 -3.10
C 2.56 -1.09 -2.78
H -0.32 -2.81 -0.79
H 0.75 -4.11 -2.71
H 2.61 -2.91 -3.93
H 3.37 -0.55 -3.28
N 0.77 -1.11 -1.20
C 1.80 -0.43 -1.78
C 1.94 1.03 -1.38
N 1.00 1.46 -0.50
C 0.95 2.63 0.18
C 2.66 3.35 -1.30
C 1.79 3.66 -0.25
H 0.24 2.74 1.02
H 1.74 4.65 0.20
C 2.79 2.06 -1.84
H 3.47 1.78 -2.66
H 3.25 4.15 -1.74
Pd -0.51 0.04 -0.09
I -2.42 0.30 -1.83
C -0.21 -0.15 1.96
H -0.17 0.88 2.39
H 0.74 -0.60 2.11
H -1.05 -0.78 2.33
```

Calculated values
ΔE to the lowest compared entry with this formula, charge and spin: 0.000 eV
HOMO (spin up / spin down): -16.16 / -16.15 eV
Spin multiplicity: 5
HOMO-LUMO gap (spin up / spin down): 8.550 / 4.884 eV
Charge: +2



Here is a structure of composition C28H30BrGeI2MnSb from OMol25. Energies are from wB97M-V/def2-TZVPD.

The geometry in XYZ format:
```
64
C28H30BrGeI2MnSb, DFT wB97M-V/def2-TZVPD
Mn 0.33 0.18 1.09
C -2.01 -3.41 1.03
Sb -0.09 -2.55 0.76
C 0.48 -3.24 -1.16
C 1.09 -3.78 2.02
H -1.92 -4.49 0.98
H -2.68 -3.06 0.25
H -2.41 -3.13 2.01
H 0.26 -4.31 -1.23
H 1.55 -3.09 -1.29
H -0.07 -2.70 -1.93
H 1.12 -4.78 1.60
H 0.65 -3.81 3.01
H 2.11 -3.39 2.08
C -0.67 3.86 2.20
C 0.68 3.68 1.92
C 1.07 2.88 0.85
C 0.11 2.22 0.04
C -1.25 2.44 0.34
C -1.63 3.25 1.41
Ge 0.62 1.49 -1.74
C 0.88 2.99 -2.93
C 1.71 2.86 -4.04
C 1.86 3.93 -4.92
C 1.20 5.12 -4.68
C 0.37 5.25 -3.57
C 0.21 4.19 -2.69
C -0.70 0.18 -2.34
C -0.54 -0.27 -3.65
C -1.40 -1.22 -4.19
C -2.45 -1.72 -3.43
C -2.62 -1.28 -2.13
C -1.75 -0.34 -1.59
H -0.96 4.50 3.02
H 1.44 4.18 2.51
H 2.12 2.78 0.62
H -2.02 2.03 -0.30
H -2.68 3.42 1.60
H 2.24 1.94 -4.24
H 2.51 3.83 -5.78
H 1.32 5.95 -5.36
H -0.15 6.18 -3.39
H -0.43 4.31 -1.83
H 0.25 0.13 -4.28
H -1.26 -1.55 -5.22
H -3.13 -2.44 -3.86
H -3.46 -1.64 -1.54
H -1.94 -0.01 -0.57
Br 2.41 -0.48 3.91
C 1.06 -1.62 4.59
C 1.43 -2.80 5.20
C 0.46 -3.67 5.68
C -0.89 -3.36 5.54
C -1.27 -2.17 4.93
C -0.29 -1.30 4.46
I -0.93 0.52 3.64
H 2.48 -3.04 5.30
H 0.76 -4.59 6.16
H -1.64 -4.03 5.91
H -2.32 -1.92 4.84
I 3.04 -0.10 0.30
C 2.34 0.47 -1.65
H 2.21 -0.48 -2.18
H 3.16 1.02 -2.10
```

Calculated values
ΔE to the lowest compared entry with this formula, charge and spin: 0.000 eV
HOMO (spin up / spin down): -14.06 / -14.06 eV
Spin multiplicity: 6
HOMO-LUMO gap (spin up / spin down): 8.322 / 7.674 eV
Charge: +2



Here is an isolated molecule of C3H4N2O from OMol25. Energies are from wB97M-V/def2-TZVPD.

The geometry in XYZ format:
```
10
C3H4N2O, DFT wB97M-V/def2-TZVPD
O 1.56 1.33 -0.14
C 0.57 0.40 -0.05
C 0.12 -0.54 -0.94
C -0.94 -1.17 -0.25
N -1.14 -0.65 0.96
N -0.19 0.30 1.06
H 2.28 1.07 0.44
H 0.49 -0.73 -1.94
H -1.57 -1.99 -0.58
H -0.25 0.98 1.80
```

Calculated values
ΔE to the lowest compared entry with this formula, charge and spin: 1.192 eV
SMILES: Oc1ccn[nH]1
HOMO: -9.20 eV
HOMO-LUMO gap: 9.798 eV